1.
ORCA calculation (ωB97M-V/def2-TZVPD) on a structure of composition C13H22Cl3GeIrNO7PS2Se.

Lowest unoccupied orbital energy (spin up / spin down) ... 2.1 / 0.1 eV
Multiplicity ... 2
E_HOMO (spin up / spin down) ... -5.75 / -5.71 eV
HOMO-LUMO gap (spin up / spin down) ... 7.83 / 5.85 eV
Charge ... -1
<S²> ... 0.76

Atoms and positions in Å:
Ir1 0.8431 0.2946 1.0818
Cl1 -3.3855 -0.9229 4.7283
Ge1 -1.9510 0.8373 4.6788
Cl2 0.4054 2.2170 2.2084
Cl3 -1.5945 1.0309 6.8962
Se1 2.7987 1.2589 -0.0171
C1 4.0682 1.3118 1.4215
C2 3.9457 2.1864 2.4948
C3 4.9221 2.1749 3.4784
N1 5.9944 1.3828 3.4586
C4 6.1023 0.5517 2.4259
C5 5.1753 0.4725 1.3961
H1 3.0950 2.8492 2.5692
H2 4.8386 2.8420 4.3298
H3 6.9735 -0.0957 2.4213
H4 5.3068 -0.2383 0.5911
O1 -0.0418 -2.7003 3.5809
S1 0.0279 -1.2946 3.3555
O2 -0.7377 -0.7924 2.1735
O3 -0.2705 -0.4742 4.5445
S2 1.9483 -0.7431 2.6789
C6 -1.0655 1.3973 -3.6739
C7 -0.0860 0.2387 -3.5665
C8 1.2964 0.7176 -3.1625
C9 -0.0340 -0.5685 -4.8522
O4 -0.6255 -0.7026 -2.5850
P1 -0.5137 -0.6176 -1.0179
O5 0.7846 -1.1954 -0.4456
O6 -0.5493 0.8147 -0.5050
O7 -1.6793 -1.5399 -0.5487
C10 -3.1129 -1.2821 -0.3995
C11 -3.5677 -2.3526 0.5772
C12 -3.7589 -1.4522 -1.7653
C13 -3.3689 0.1039 0.1724
H5 -0.7236 2.1015 -4.4344
H6 -1.1350 1.9195 -2.7198
H7 -2.0549 1.0337 -3.9564
H8 1.7402 1.2710 -3.9920
H9 1.9449 -0.1225 -2.9138
H10 1.2427 1.3843 -2.3033
H11 0.3028 0.0638 -5.6748
H12 -1.0224 -0.9620 -5.0915
H13 0.6576 -1.4042 -4.7447
H14 -3.3354 -3.3436 0.1857
H15 -4.6440 -2.2768 0.7380
H16 -3.0593 -2.2241 1.5325
H17 -3.5366 -2.4403 -2.1699
H18 -3.3895 -0.7003 -2.4640
H19 -4.8408 -1.3423 -1.6763
H20 -2.8171 0.2448 1.1011
H21 -4.4357 0.1971 0.3822
H22 -3.0776 0.8907 -0.5228

Atom-resolved charges from Mulliken, all expressed in e:
1. Ir 1.797
2. Cl -0.459
3. Ge 0.601
4. Cl -0.492
5. Cl -0.466
6. Se -0.182
7. C -0.136
8. C -0.019
9. C -0.355
10. N -0.626
11. C -0.342
12. C -0.109
13. H 0.354
14. H 0.357
15. H 0.344
16. H 0.381
17. O -0.576
18. S 1.021
19. O -0.600
20. O -0.426
21. S -0.218
22. C -1.565
23. C 1.732
24. C -1.372
25. C -1.828
26. O -0.298
27. P 1.276
28. O -0.941
29. O -0.886
30. O -0.437
31. C 1.686
32. C -1.590
33. C -1.494
34. C -1.497
35. H 0.485
36. H 0.240
37. H 0.344
38. H 0.453
39. H 0.469
40. H 0.097
41. H 0.408
42. H 0.387
43. H 0.409
44. H 0.358
45. H 0.412
46. H 0.274
47. H 0.352
48. H 0.179
49. H 0.441
50. H 0.272
51. H 0.484
52. H 0.303

2.
ORCA calculation (ωB97M-V/def2-TZVPD) on a structure of composition C9H13HoNO2.

Lowest unoccupied orbital energy (spin up / spin down) ... 3.3 / 3.3 eV
Multiplicity ... 5
E_HOMO (spin up / spin down) ... -2.63 / -2.63 eV
HOMO-LUMO gap (spin up / spin down) ... 5.88 / 5.89 eV
Charge ... -1
<S²> ... 6.01

Atoms and positions in Å:
C1 -0.8661 0.9021 -2.2988
C2 0.5106 0.8767 -2.7068
C3 1.2429 1.7518 -1.8226
C4 0.3112 2.3283 -0.8985
C5 -0.9764 1.7663 -1.1725
Ho1 0.4594 -0.0561 -0.1879
N1 -1.3687 -1.1180 0.0910
C6 -0.4569 -2.3970 -0.7588
C7 0.7656 -2.0489 -1.4329
H1 2.3113 1.9788 -1.9029
H2 0.9206 0.3592 -3.5902
H3 0.5436 3.0782 -0.1478
H4 -1.9066 2.0692 -0.7140
H5 -1.6916 0.4090 -2.8243
H6 0.7313 -1.7735 -2.5048
H7 -1.2931 -2.7889 -1.4032
H8 -2.4238 -1.1967 0.1866
H9 1.7734 -2.1190 -0.9658
H10 -0.3797 -2.9121 0.2510
C8 -0.3241 0.2774 4.2402
O1 1.0910 0.1191 3.5529
C9 0.9773 0.0576 2.2310
O2 1.9974 -0.4597 1.4638
H11 -0.2291 -0.0687 5.3223
H12 -1.1265 -0.3980 3.7163
H13 -0.5929 1.3630 4.2768

Atom-resolved charges from Mulliken, all expressed in e:
1. C -0.310
2. C -0.440
3. C -0.720
4. C -0.650
5. C -0.469
6. Ho 0.645
7. N -0.497
8. C -0.303
9. C -0.993
10. H 0.413
11. H 0.460
12. H 0.460
13. H 0.430
14. H 0.361
15. H 0.308
16. H 0.245
17. H 0.020
18. H 0.394
19. H 0.173
20. C -0.504
21. O -0.238
22. C 0.069
23. O -0.574
24. H 0.232
25. H 0.250
26. H 0.239

3.
ORCA calculation (ωB97M-V/def2-TZVPD) on a structure of composition C32H41BrClF9MnN4O5PSi.

Lowest unoccupied orbital energy (spin up / spin down) ... 1.1 / 1.1 eV
Multiplicity ... 6
E_HOMO (spin up / spin down) ... -4.05 / -4.36 eV
HOMO-LUMO gap (spin up / spin down) ... 5.16 / 5.47 eV
Charge ... -1
<S²> ... 8.76

Atoms and positions in Å:
Mn1 -0.6154 -0.2622 -0.7368
Br1 -0.6627 -2.5738 4.0692
C1 -1.3782 -3.5083 2.5554
C2 -2.2516 -4.5519 2.8037
C3 -2.7021 -5.2512 1.6945
C4 -2.2557 -4.8933 0.4377
C5 -1.4015 -3.7997 0.3112
N1 -0.9775 -3.1111 1.3741
C6 -0.9221 -3.4187 -1.0948
O1 -0.7193 -4.3731 -1.8393
O2 -0.8362 -2.1879 -1.3718
H1 -2.5532 -4.7973 3.8107
H2 -3.3882 -6.0801 1.8204
H3 -2.5398 -5.4259 -0.4571
C7 5.0871 -1.3302 2.2614
N2 3.8729 -2.0569 2.8331
C8 3.7001 -3.3584 2.0346
N3 3.5813 -3.0981 0.6519
C9 4.7308 -2.3476 0.1531
N4 4.9353 -1.0913 0.8762
C10 3.8715 -0.1145 0.5738
P1 2.1494 -0.7026 0.9736
C11 2.6355 -1.1928 2.7356
C12 2.3117 -2.4323 0.3080
H4 5.9433 -1.9810 2.4533
H5 5.1847 -0.3999 2.8211
H6 4.0544 -2.2956 3.8068
H7 2.8070 -3.8438 2.4278
H8 4.5903 -3.9529 2.2530
H9 4.5645 -2.1186 -0.8993
H10 5.6289 -2.9622 0.2650
H11 3.9435 0.1221 -0.4826
H12 4.0666 0.8015 1.1392
H13 1.8225 -1.7499 3.2052
H14 2.8261 -0.2932 3.3255
H15 2.2300 -2.3679 -0.7747
H16 1.4744 -3.0284 0.6792
Cl1 2.0082 5.4060 -4.9670
C13 2.1003 3.8552 -4.1632
C14 1.2874 3.6111 -3.0720
C15 1.3618 2.3744 -2.4487
C16 2.2416 1.4023 -2.9070
C17 3.0520 1.6763 -4.0035
C18 2.9856 2.9027 -4.6430
C19 2.3500 0.0582 -2.2285
O3 3.2808 -0.6974 -2.5326
O4 1.4998 -0.1931 -1.3038
H17 0.5901 4.3647 -2.7316
H18 0.7142 2.1569 -1.6119
H19 3.7291 0.9060 -4.3488
H20 3.6008 3.1245 -5.5048
C20 -2.0355 3.0509 -0.2223
Si1 -1.6659 1.5403 0.8774
C21 -0.5779 2.3025 2.3031
C22 0.6530 2.9006 1.6084
C23 -1.2610 3.4106 3.1056
C24 -0.0871 1.2274 3.2733
C25 -3.4265 1.0548 1.5444
C26 -4.3409 2.2627 1.7786
C27 -3.3634 0.2274 2.8294
C28 -4.0802 0.1822 0.4666
H21 -2.3422 3.9338 0.3510
H22 -2.8389 2.8036 -0.9213
H23 -1.1806 3.3243 -0.8449
H24 0.3883 3.7281 0.9455
H25 1.1715 2.1496 1.0012
H26 1.3633 3.2871 2.3549
H27 -1.6396 4.2091 2.4612
H28 -0.5521 3.8645 3.8141
H29 -2.1027 3.0301 3.6893
H30 0.3903 0.4136 2.7227
H31 -0.8982 0.7880 3.8566
H32 0.6417 1.6532 3.9825
H33 -3.9487 2.9432 2.5382
H34 -5.3298 1.9248 2.1202
H35 -4.4900 2.8417 0.8646
H36 -2.9624 0.7902 3.6765
H37 -2.7441 -0.6669 2.6970
H38 -4.3726 -0.1065 3.1100
H39 -4.1550 0.7002 -0.4929
H40 -5.0963 -0.1035 0.7751
H41 -3.5136 -0.7371 0.2942
F1 -3.0227 1.8825 -5.2699
C29 -2.6382 1.7861 -3.9816
F2 -3.7502 1.8755 -3.2269
F3 -1.9000 2.8651 -3.7151
C30 -1.8556 0.4746 -3.6378
O5 -1.2563 0.6412 -2.4596
C31 -2.8816 -0.7190 -3.6501
F4 -3.8485 -0.5668 -4.5844
F5 -2.2894 -1.8879 -3.8976
F6 -3.4984 -0.8166 -2.4691
C32 -0.8168 0.2096 -4.7792
F7 0.0973 -0.6755 -4.3937
F8 -1.3838 -0.2571 -5.9126
F9 -0.1683 1.3389 -5.1144

Atom-resolved charges from Mulliken, all expressed in e:
1. Mn 0.926
2. Br -0.169
3. C 0.096
4. C -0.666
5. C -0.422
6. C -0.885
7. C 0.743
8. N 0.277
9. C -0.091
10. O -0.729
11. O -0.695
12. H 0.464
13. H 0.390
14. H 0.501
15. C -0.831
16. N 0.217
17. C -0.868
18. N 0.226
19. C -1.040
20. N 0.167
21. C -1.633
22. P 2.080
23. C -1.165
24. C -1.249
25. H 0.376
26. H 0.395
27. H 0.328
28. H 0.400
29. H 0.348
30. H 0.496
31. H 0.296
32. H 0.599
33. H 0.410
34. H 0.139
35. H 0.359
36. H 0.354
37. H 0.410
38. Cl -0.271
39. C 0.388
40. C -1.080
41. C 0.811
42. C 0.092
43. C -0.670
44. C -0.774
45. C -0.168
46. O -0.732
47. O 0.054
48. H 0.478
49. H -0.177
50. H 0.440
51. H 0.417
52. C -0.894
53. Si 0.120
54. C 2.505
55. C -1.858
56. C -2.158
57. C -1.745
58. C 2.873
59. C -1.924
60. C -1.774
61. C -2.098
62. H 0.398
63. H 0.130
64. H -0.130
65. H 0.406
66. H 0.080
67. H 0.541
68. H 0.342
69. H 0.498
70. H 0.352
71. H 0.113
72. H 0.188
73. H 0.536
74. H 0.275
75. H 0.540
76. H 0.300
77. H 0.304
78. H 0.125
79. H 0.529
80. H 0.311
81. H 0.605
82. H 0.126
83. F -0.295
84. C 0.077
85. F -0.273
86. F -0.138
87. C 1.679
88. O 0.663
89. C -0.208
90. F -0.335
91. F -0.262
92. F -0.103
93. C -0.017
94. F -0.169
95. F -0.325
96. F -0.271

4.
ORCA calculation (ωB97M-V/def2-TZVPD) on a structure of composition C38H55InNO2P2.

Lowest unoccupied orbital energy (spin up / spin down) ... -5.5 / -5.6 eV
E_HOMO (spin up / spin down) ... -8.56 / -8.56 eV
HOMO-LUMO gap (spin up / spin down) ... 3.04 / 2.92 eV
Charge ... +1

Atoms and positions in Å:
In1 0.7349 1.2022 -3.7710
C1 -0.3097 -4.0406 -0.2842
C2 1.0386 -4.2475 -0.6740
C3 1.0158 -2.6253 0.9522
C4 -0.3252 -3.0421 0.7263
C5 1.8618 -3.3779 0.0898
C6 -1.4818 -4.7772 -0.8018
H1 -1.2780 -5.1684 -1.8052
H2 -2.3648 -4.1279 -0.8528
H3 -1.7398 -5.6342 -0.1604
C7 -1.5058 -2.5113 1.4372
H4 -2.4153 -3.0629 1.1702
H5 -1.6635 -1.4499 1.1916
H6 -1.3735 -2.5759 2.5284
C8 1.4159 -1.5866 1.9256
H7 1.1867 -1.8945 2.9583
H8 0.8663 -0.6525 1.7334
H9 2.4870 -1.3582 1.8757
C9 3.3362 -3.3189 0.0255
H10 3.7983 -4.0582 0.6998
H11 3.7126 -2.3308 0.3137
H12 3.6878 -3.5424 -0.9908
C10 1.5126 -5.2364 -1.6642
H13 1.7574 -6.1985 -1.1893
H14 2.4169 -4.8776 -2.1684
H15 0.7429 -5.4278 -2.4201
C11 -1.2789 1.7859 -3.3667
C12 -2.2120 0.7192 -3.8366
C13 -1.6838 -0.6439 -4.1989
C14 -0.9899 -0.6074 -5.5956
C15 0.2457 0.3032 -5.6510
C16 0.2060 1.7270 -5.7954
C17 -1.0594 2.5981 -5.7657
C18 -1.4280 3.0141 -4.3000
H16 -2.5092 -1.3706 -4.2576
H17 -1.7298 -0.3507 -6.3788
H18 -0.9862 -1.0235 -3.4278
H19 -2.4462 3.4278 -4.2703
H20 -1.4399 2.0604 -2.3123
H21 -2.8246 1.0832 -4.6842
H22 -0.7490 3.8157 -3.9647
H23 -0.8507 3.5166 -6.3368
H24 1.0135 2.1936 -6.3774
H25 -1.9123 2.1144 -6.2703
H26 -0.6476 -1.6308 -5.8215
H27 1.1142 -0.2147 -6.0924
P1 -4.1297 0.5775 -2.7968
C19 -4.9443 -0.8544 -3.6155
C20 -3.4739 -0.3075 -1.3298
P2 3.8716 1.1891 0.1305
C21 2.1973 1.1262 -0.3889
C22 4.5218 0.1558 -1.2780
C23 4.2173 2.9065 -0.4731
H28 -5.9912 -0.8280 -3.2804
H29 -4.4942 -1.8154 -3.3336
H30 -4.9189 -0.7125 -4.7030
H31 -2.5060 0.1038 -0.9959
H32 -3.3880 -1.3915 -1.4978
H33 -4.2023 -0.1250 -0.5221
H34 3.9703 2.9991 -1.5378
H35 5.2798 3.1379 -0.3157
H36 3.6069 3.6097 0.1077
H37 1.7011 0.1722 -0.5886
H38 1.5356 1.9926 -0.2761
H39 5.6010 -0.0034 -1.1407
H40 4.3388 0.6624 -2.2354
H41 4.0080 -0.8136 -1.2833
C24 2.7144 0.3423 6.5536
C25 1.4338 -0.0312 5.8538
C26 0.7456 -1.1748 6.2585
C27 -0.4541 -1.5490 5.6552
C28 -0.9824 -0.7622 4.6377
C29 -0.3045 0.3935 4.2159
N1 -0.8341 1.1038 3.1415
C30 -1.1535 2.4404 3.0736
C31 -1.2846 3.2491 4.2184
C32 -1.6277 4.5932 4.0731
C33 -1.8339 5.1304 2.7943
C34 -1.6815 4.3238 1.6588
C35 -1.3623 2.9750 1.7814
C36 -1.1112 2.1178 0.5637
O1 -0.7651 2.7420 -0.4696
O2 -1.2353 0.8394 0.6585
C37 0.9425 0.7445 4.7955
C38 1.7162 1.9030 4.2470
H42 3.5822 0.2789 5.8842
H43 2.6821 1.3609 6.9619
H44 2.8914 -0.3446 7.3881
H45 1.1681 -1.7733 7.0687
H46 -0.9868 -2.4429 5.9770
H47 -1.9367 -1.0050 4.1621
H48 -1.0632 0.6075 2.2530
H49 -1.1203 2.7994 5.2012
H50 -1.7329 5.2168 4.9624
H51 -2.1129 6.1769 2.6741
H52 -1.8108 4.7318 0.6577
H53 1.7001 1.9224 3.1471
H54 1.3065 2.8582 4.6045
H55 2.7636 1.8541 4.5601

Atom-resolved charges from Mulliken, all expressed in e:
1. In 0.437
2. C 0.204
3. C 0.620
4. C 0.746
5. C 0.336
6. C 0.140
7. C -1.536
8. H 0.354
9. H 0.324
10. H 0.319
11. C -0.383
12. H 0.553
13. H -0.105
14. H 0.113
15. C 0.236
16. H 0.297
17. H -0.588
18. H 0.388
19. C -1.566
20. H 0.322
21. H 0.298
22. H 0.427
23. C -1.642
24. H 0.328
25. H 0.388
26. H 0.405
27. C 1.089
28. C -0.397
29. C -0.532
30. C -0.951
31. C -0.485
32. C -0.576
33. C -0.665
34. C -1.045
35. H 0.401
36. H 0.267
37. H 0.034
38. H 0.395
39. H -0.653
40. H 0.360
41. H 0.419
42. H 0.437
43. H 0.596
44. H 0.296
45. H 0.476
46. H 0.637
47. P 0.094
48. C -1.065
49. C -0.157
50. P 0.233
51. C -0.216
52. C -0.801
53. C -1.052
54. H 0.365
55. H 0.286
56. H 0.343
57. H -0.326
58. H -0.003
59. H 0.497
60. H 0.243
61. H 0.412
62. H 0.387
63. H 0.202
64. H 0.227
65. H 0.408
66. H 0.219
67. H 0.073
68. C -1.747
69. C 1.064
70. C -0.862
71. C -1.102
72. C -0.932
73. C -0.979
74. N 0.830
75. C 0.883
76. C -0.506
77. C -0.699
78. C -0.652
79. C -0.506
80. C -0.053
81. C 0.273
82. O -0.798
83. O -0.744
84. C 1.972
85. C -1.440
86. H 0.355
87. H 0.350
88. H 0.402
89. H 0.335
90. H 0.417
91. H 0.844
92. H -0.267
93. H 0.519
94. H 0.387
95. H 0.397
96. H 0.437
97. H 0.074
98. H 0.335
99. H 0.523

Number 1: F_max 0.0059 Eh/bohr. Number 2: F_max 0.0989 Eh/bohr. Number 3: F_max 0.0111 Eh/bohr. Number 4: F_max 0.1361 Eh/bohr.